Record 1
Formula: C27H33NO4
Source: the Open Molecules 2025 dataset
Level of theory: wB97M-V/def2-TZVPD

Results
ΔE to the lowest compared entry with this formula, charge and spin: 115.4 kcal per mole
spin multiplicity: 1
strongest force on any atom: 0.0432 Eh/bohr
orbital gap: 4.026 eV
E_tot: -1404.25548 Eh

Last column: Löwdin charge in e.
Positions of all 65 atoms, in Å:
C 2.551 0.348 3.109  -0.079
C 2.246 -0.946 2.426  -0.221
O 0.864 -0.856 2.028  -0.039
C 0.457 -1.860 1.215  -0.481
C -0.987 -1.971 1.054  -0.107
C -1.584 -3.345 1.249  -0.392
C -1.743 -3.625 2.748  -0.056
C -0.820 -4.481 0.565  -0.077
C -1.806 -0.830 1.436  -0.495
O -1.451 0.350 1.467  0.024
O -3.086 -1.196 1.679  -0.053
C -4.010 -0.126 2.056  -0.208
C -3.734 0.347 3.454  -0.080
O 1.277 -2.623 0.705  0.028
H 3.485 0.263 3.667  0.080
H 2.667 1.141 2.366  0.044
H 1.747 0.644 3.793  0.094
H 2.877 -1.100 1.542  0.121
H 2.366 -1.810 3.098  0.130
H -2.570 -3.309 0.770  0.127
H -2.422 -2.882 3.184  0.068
H -2.148 -4.628 2.920  0.071
H -0.766 -3.549 3.243  0.088
H -0.921 -4.403 -0.527  0.066
H 0.243 -4.443 0.828  0.064
H -1.247 -5.446 0.880  0.073
H -3.914 0.701 1.341  0.116
H -4.987 -0.603 1.959  0.117
H -4.496 1.054 3.784  0.073
H -3.727 -0.500 4.146  0.080
H -2.768 0.862 3.482  0.074
C -0.749 1.634 -3.941  0.001
C -0.379 2.123 -2.603  -0.183
N -0.001 3.412 -2.406  -0.034
C 0.070 4.418 -3.461  0.006
C 0.391 3.606 -1.076  -0.150
C 0.211 2.376 -0.399  -0.096
C 0.759 2.207 0.861  -0.005
C 1.492 3.248 1.447  -0.066
C 1.648 4.471 0.771  -0.076
C 1.137 4.647 -0.522  -0.018
C -0.222 1.388 -1.387  -0.074
C -0.161 -0.019 -1.228  0.142
C 0.785 -0.821 -1.958  -0.180
C 2.050 -0.238 -2.233  0.003
C 2.999 -0.884 -3.011  -0.060
C 2.755 -2.191 -3.450  -0.047
C 1.530 -2.810 -3.153  -0.055
C 0.546 -2.144 -2.430  0.008
H -0.795 0.543 -3.892  0.086
H -1.751 2.006 -4.213  0.104
H -0.020 1.926 -4.718  0.095
H 0.579 5.305 -3.067  0.084
H 0.638 4.033 -4.322  0.096
H -0.934 4.711 -3.807  0.105
H 0.613 1.242 1.343  0.090
H 1.951 3.112 2.432  0.100
H 2.191 5.273 1.269  0.102
H 1.340 5.534 -1.108  0.095
H -0.843 -0.524 -0.568  0.092
H 2.250 0.741 -1.797  0.127
H 3.916 -0.355 -3.261  0.108
H 3.517 -2.725 -4.019  0.110
H 1.336 -3.825 -3.514  0.114
H -0.440 -2.597 -2.245  0.126

***

Record 2
Formula: C27H34AlBCaCl4F17KN3O17PS5
Source: the Open Molecules 2025 dataset
Level of theory: wB97M-V/def2-TZVPD

Results
spin multiplicity: 1
strongest force on any atom: 0.1601 Eh/bohr
orbital gap: 0.823 eV
E_tot: -9906.48320 Eh
total charge: +2

Last column: Löwdin charge in e.
Positions of all 112 atoms, in Å:
C -0.297 -2.305 -1.868  -0.228
C 0.059 -0.690 -1.615  -0.357
P 1.653 -0.735 -0.491  0.958
C 2.371 1.075 -0.312  -0.246
C 1.212 -1.440 1.264  -0.212
C 0.173 -0.920 2.168  0.009
B -0.738 0.378 1.825  -0.462
O -0.545 1.452 0.850  0.031
N -1.996 0.553 2.716  -0.269
C -1.431 1.333 3.923  -0.085
C -2.942 1.589 2.072  -0.199
C -0.043 -1.747 3.606  -0.241
O -1.233 -2.069 4.118  -0.249
C 1.385 -2.202 4.348  -0.116
C 2.465 -2.704 3.413  -0.129
S 4.146 -3.189 4.134  0.888
O 3.978 -3.016 5.693  -0.344
O 4.523 -4.665 3.826  -0.294
C 5.400 -2.029 3.384  -0.228
F 4.888 -0.635 3.620  0.002
F 5.278 -2.213 1.887  -0.012
C 6.954 -2.270 3.743  -0.111
F 7.467 -3.344 2.814  0.052
F 7.742 -1.041 3.366  0.052
C 7.359 -2.685 5.256  -0.066
F 6.857 -4.041 5.698  0.045
F 8.862 -2.867 5.237  0.049
C 7.074 -1.578 6.427  -0.122
F 8.375 -1.307 7.148  0.047
F 6.603 -0.256 5.959  0.055
F 6.153 -2.083 7.514  -0.253
C 2.111 -2.754 1.778  -0.213
O 2.515 -3.741 0.962  -0.072
H 0.649 -2.977 -1.653  -0.115
H -1.070 -2.573 -0.998  0.129
H -0.808 -2.505 -2.901  0.116
H -0.877 -0.247 -1.088  0.082
H 0.305 -0.190 -2.670  0.122
H 3.478 1.072 -0.701  0.047
H 1.706 1.847 -0.932  0.086
H 2.335 1.362 0.846  0.071
H -0.136 2.241 1.314  0.141
H -2.096 2.246 4.231  0.130
H -0.357 1.749 3.614  0.126
H -1.209 0.584 4.825  0.115
H -3.281 1.291 0.993  0.125
H -2.485 2.683 2.130  0.142
H -3.901 1.601 2.778  -0.013
H 1.511 -2.124 5.509  0.034
O -4.913 3.099 1.761  0.049
C -6.010 2.910 1.241  -0.439
O -6.101 2.342 0.020  -0.272
C -7.331 1.898 -0.585  -0.356
C -8.017 3.035 -1.314  -0.023
C -7.265 3.390 1.912  0.050
H -7.980 1.415 0.150  0.156
H -7.056 1.122 -1.309  -0.002
H -8.302 3.838 -0.628  0.077
H -8.918 2.679 -1.822  0.115
H -7.345 3.476 -2.057  0.093
H -7.437 4.436 1.646  0.112
H -7.131 3.312 2.995  0.111
H -8.144 2.797 1.672  0.087
Cl -5.476 1.467 -1.749  0.749
K -4.176 -0.018 3.658  0.971
Ca 1.932 -3.497 -2.616  1.665
O 3.975 -1.864 -2.552  -0.074
C 4.945 -1.124 -2.543  -0.438
O 4.887 0.223 -2.759  0.028
C 6.212 0.750 -2.785  -0.153
C 7.053 -0.249 -2.034  -0.134
C 6.366 -1.556 -2.342  -0.061
H 6.526 0.857 -3.829  0.055
H 6.227 1.735 -2.308  0.142
H 8.107 -0.230 -2.325  0.140
H 6.995 -0.049 -0.958  0.125
H 6.738 -2.003 -3.268  0.145
H 6.451 -2.259 -1.510  0.140
C -14.215 4.825 2.807  -0.600
F -14.827 3.922 3.627  0.121
F -15.173 5.261 1.935  0.114
F -13.907 5.904 3.588  0.109
S -12.754 4.147 1.951  0.624
O -13.277 3.034 1.155  -0.250
O -11.845 3.754 3.032  -0.271
N -12.375 5.465 1.156  -0.226
S -11.084 5.276 0.255  0.627
O -11.227 4.406 -0.914  -0.265
O -9.809 5.146 0.965  -0.291
C -11.053 6.965 -0.433  -0.599
F -10.940 7.921 0.538  0.112
F -12.196 7.269 -1.119  0.119
F -10.020 7.176 -1.299  0.112
Cl 5.500 -0.955 9.167  0.330
Al -0.437 -3.087 5.922  1.012
Cl 8.028 -1.061 -8.745  0.577
C 7.595 -1.495 -7.073  -0.660
C 6.635 -0.495 -6.450  -0.646
Cl 7.408 1.083 -6.152  0.582
H 8.520 -1.581 -6.494  0.077
H 7.127 -2.484 -7.114  0.045
H 6.289 -0.865 -5.481  0.041
H 5.758 -0.329 -7.083  0.077
N 6.753 -5.289 -8.161  -0.305
S 6.136 -5.699 -6.775  0.510
O 6.826 -6.733 -6.012  -0.299
O 4.683 -5.670 -6.644  -0.345
F 6.523 -4.402 -5.918  -0.242
S 6.559 -6.420 -9.235  0.519
O 7.368 -6.234 -10.439  -0.293
O 5.208 -6.904 -9.494  -0.300
F 7.265 -7.694 -8.584  -0.191

***

Record 3
Formula: C27H34MoN2O2S
Source: the Open Molecules 2025 dataset
Level of theory: wB97M-V/def2-TZVPD

Results
ΔE to the lowest compared entry with this formula, charge and spin: 50.9 kcal per mole
spin multiplicity: 3
strongest force on any atom: 0.0021 Eh/bohr
orbital gap (spin up / spin down): 6.712 / 5.158 eV
E_tot: -1773.94979 Eh
total charge: +4
⟨S²⟩: 2.098

Last column: Mulliken spin population.
Positions of all 67 atoms, in Å:
Mo -0.623 2.139 0.611  1.952
C -3.070 -3.773 3.435  0.003
C -1.697 -3.796 2.728  0.002
C -0.587 -4.092 3.761  0.004
C -1.696 -4.877 1.649  0.001
C -1.440 -2.425 2.162  0.005
C -1.425 -1.290 2.999  -0.032
C -1.209 -0.050 2.472  0.038
N -0.994 0.163 1.139  0.049
C -1.002 -0.925 0.339  -0.012
C -1.219 -2.194 0.791  0.007
C 0.233 -0.613 -1.714  -0.024
C 0.642 -1.521 -2.615  0.027
C 1.782 -1.278 -3.455  0.014
C 2.519 -0.058 -3.222  0.057
C 2.117 0.849 -2.325  -0.082
N 0.947 0.620 -1.559  0.037
C 2.211 -2.240 -4.457  0.024
C 1.151 -3.245 -4.906  0.005
C 3.272 -3.007 -3.500  0.046
C 2.982 -1.658 -5.647  0.006
H -3.258 -4.766 3.843  0.000
H -3.877 -3.540 2.739  0.000
H -3.101 -3.070 4.267  0.000
H -0.774 -5.076 4.189  0.000
H -0.578 -3.375 4.582  0.000
H 0.400 -4.111 3.296  0.000
H -1.889 -5.842 2.116  0.000
H -0.729 -4.959 1.147  0.000
H -2.482 -4.722 0.907  0.000
H -1.595 -1.384 4.062  0.000
H -1.204 0.830 3.112  -0.003
H -1.250 -3.007 0.079  0.000
H 0.047 -2.415 -2.741  0.001
H 3.405 0.154 -3.804  0.000
H 2.611 1.790 -2.126  0.003
H 0.754 -3.849 -4.090  0.000
H 1.606 -3.938 -5.612  0.000
H 0.331 -2.744 -5.422  0.000
H 2.796 -3.481 -2.643  -0.003
H 4.094 -2.367 -3.187  -0.003
H 3.657 -3.781 -4.167  0.007
H 2.336 -1.020 -6.250  0.000
H 3.313 -2.483 -6.275  0.000
H 3.876 -1.104 -5.364  0.000
O -0.917 -0.681 -1.031  0.001
C 0.458 1.477 -0.712  -0.246
C 1.941 5.761 3.658  0.003
C 0.984 5.339 2.598  0.001
C -0.180 4.604 2.922  -0.076
C -1.128 4.302 1.959  0.078
C -0.882 4.668 0.609  -0.004
C 0.280 5.379 0.270  0.010
C 1.189 5.707 1.261  -0.010
S -2.083 4.340 -0.661  0.024
C -3.657 4.908 -0.067  0.002
O -2.147 2.740 -0.419  0.079
H 1.779 5.237 4.596  0.000
H 1.812 6.833 3.843  0.000
H 2.973 5.626 3.334  0.000
H -0.367 4.337 3.955  0.002
H -2.084 3.870 2.260  0.008
H 0.450 5.694 -0.754  -0.002
H 2.071 6.280 0.999  0.000
H -3.867 4.565 0.943  0.000
H -4.398 4.545 -0.783  0.000
H -3.609 6.001 -0.122  0.000